No. 1
Here is an isolated ion of composition C10H17N2O2 and charge -1 in a non-equilibrium geometry from OMol25. Energies are from wB97M-V/def2-TZVPD.

Geometry (Å):
C 2.06363 0.29329 -0.96105
C 0.55714 0.46456 -1.01302
C 0.13253 0.68015 -2.45056
C 0.15686 1.62459 -0.04494
C -1.37389 1.55415 -0.06567
C -1.64092 0.05531 -0.12413
C -0.30341 -0.55616 -0.24565
C -0.27073 -2.02441 -0.74225
C 0.25784 -0.55759 1.17395
N -0.86036 -0.90017 1.99285
N -0.66308 -1.55356 3.05119
O 0.47652 -2.00784 3.49475
O -1.58427 -1.79078 3.77786
C 0.54399 1.03570 1.29503
H 2.35817 -0.63846 -1.34799
H 2.59083 0.36924 0.01583
H 2.50258 1.15110 -1.57169
H -0.15376 1.67996 -2.74012
H -0.55772 -0.16282 -2.71482
H 0.98367 0.55158 -3.30564
H 0.70313 2.55949 -0.25645
H -1.80416 2.14649 -0.83275
H -1.71581 1.98880 0.83928
H -1.89795 -0.14059 0.89695
H -2.23639 -0.19464 -0.95818
H 0.76105 -2.33592 -0.44243
H -0.58336 -2.23901 -1.77480
H -0.96343 -2.53160 -0.12863
H 1.17859 -1.19739 1.37365
H 1.50920 1.12393 1.71323
H -0.16647 1.55261 2.09618

Calculated values
E in Ha: -651.09709
E_LUMO in eV: 3.17
Charge: -1
SMILES: CC1(C)[C@H]2CC[C@]1(C)[C@H](N=[N+]([O-])[O-])C2

Atom charges from the Mulliken analysis, given in e for atoms 1 to 4: -2.14, 2.47, -1.68, 0.07

No. 2
Here is C10H17N2O2PtS2 as an isolated structure in a non-equilibrium geometry from OMol25. Energies are from wB97M-V/def2-TZVPD.

Geometry (Å):
Pt -0.49178 0.01353 -0.93896
N 1.91422 0.27523 -1.19246
C 2.45152 1.60143 -0.84766
C 1.73132 2.72343 -1.58786
C 0.29452 2.93483 -1.00646
O 0.07612 3.87493 -0.27896
O -0.53368 2.04623 -1.38656
H 2.43882 -0.43437 -0.68596
H 2.04682 0.10443 -2.18886
H 3.52212 1.65053 -1.08786
H 2.34742 1.73873 0.23124
H 1.63382 2.47563 -2.64536
H 2.27542 3.65893 -1.46996
C -3.23958 2.05363 -0.31526
S -2.79798 0.36143 0.14964
C -3.72758 -0.60097 -1.08576
H -4.19788 2.29793 0.13724
H -3.28468 2.13293 -1.39616
H -2.46778 2.72283 0.05844
H -3.46948 -0.26457 -2.08496
H -4.79088 -0.48057 -0.89946
H -3.44748 -1.64387 -0.96596
S -0.55608 -2.29087 -0.84186
C 0.34872 -2.35207 0.61604
N -0.28158 -2.06427 1.78994
C 0.33702 -2.11847 2.98694
C 1.65432 -2.46587 3.06304
C 2.34002 -2.81347 1.88414
C 1.68872 -2.76547 0.67654
H -1.26578 -1.81637 1.74494
H -0.25108 -1.86697 3.85534
H 2.15512 -2.49567 4.01354
H 3.36472 -3.14427 1.94014
H 2.18252 -3.04857 -0.24086

Calculated values
E in Ha: -1566.72557
E_LUMO in eV: -4.46
Charge: +1

Atom charges from the Mulliken analysis, given in e for atoms 1 to 4: 0.71, -0.52, -0.62, -0.64

No. 3
Here is a single C10H17N3O4 molecule in a non-equilibrium geometry from OMol25. Energies are from wB97M-V/def2-TZVPD.

Geometry (Å):
N -4.17730 -0.39432 1.54416
C -4.07581 -1.12453 0.39324
O -4.32933 -2.39467 0.19864
C -3.60494 -0.22108 -0.80199
C -2.25156 -0.43782 -0.61106
C -1.29793 0.81494 -0.89766
N 0.08489 0.24173 -0.88048
C 0.96277 0.56312 0.05673
O 0.40845 0.82837 1.15640
C 2.32268 0.45377 -0.32460
C 2.77443 -0.92463 -0.75979
C 4.10965 -1.32705 -0.08688
C 3.85279 -0.66257 1.32717
N 3.24812 0.58733 0.85643
C -1.49496 2.11448 0.02777
O -2.48362 2.33839 0.82923
O -0.56274 3.03814 -0.32428
H -3.64845 0.42244 1.52408
H -4.33081 -1.01368 2.43785
H -4.05305 -0.89610 -1.60129
H -3.79839 0.77251 -0.78869
H -1.79718 -0.98115 0.37403
H -1.87939 -1.10389 -1.30513
H -1.43507 1.33928 -1.99590
H 0.66942 -0.16384 -1.73279
H 2.33496 1.15280 -1.38819
H 1.95022 -1.87268 -0.64748
H 2.83191 -0.99077 -1.94181
H 4.15360 -2.39458 0.19700
H 5.15986 -0.95010 -0.51000
H 4.73461 -0.51879 2.04260
H 3.21565 -1.46451 1.79135
H 2.90045 1.21382 1.57093
H -0.49394 3.95567 0.27041

Calculated values
E in Ha: -856.31030
E_LUMO in eV: 0.26
SMILES: NC(=O)CC[C@H](NC(=O)[C@@H]1CCCN1)C(=O)O

Atom charges from the Mulliken analysis, given in e for atoms 1 to 4: -0.39, 0.41, -0.66, -0.67

No. 4
Here is a single C10H17N3O5 molecule in a non-equilibrium geometry from OMol25. Energies are from wB97M-V/def2-TZVPD.

Geometry (Å):
C 0.30041 3.67067 -2.74735
N -0.05317 2.82743 -1.60172
C -1.12736 2.05300 -1.54863
O -2.00832 2.10084 -2.38963
C -1.20359 1.05500 -0.38594
C -2.53978 0.23471 -0.36464
C -2.98785 -0.54002 -1.61425
C -1.89273 -1.05330 -2.52453
O -1.23277 -2.03893 -2.34007
O -1.66686 -0.23600 -3.58917
N -0.06197 0.10765 -0.38413
C 1.16099 0.32562 0.05526
O 1.49009 1.45622 0.44637
C 2.17455 -0.84518 -0.00558
N 1.72135 -2.15887 -0.59614
C 0.82548 -2.95043 -0.05938
C 0.51216 -4.24544 -0.83648
O 0.20029 -2.63409 0.96762
H -0.59910 4.18327 -3.15063
H 1.08103 4.45481 -2.52768
H 0.75181 3.08017 -3.52781
H 0.63031 2.78888 -0.84819
H -1.14463 1.66087 0.51064
H -2.43204 -0.46367 0.45998
H -3.37062 0.92448 -0.10944
H -3.48730 -1.41630 -1.21264
H -3.69698 0.02912 -2.18577
H -2.05468 0.62085 -3.36514
H -0.25636 -0.87313 -0.55664
H 2.49600 -1.03297 1.02229
H 3.03879 -0.54293 -0.55689
H 2.16185 -2.47571 -1.43204
H -0.23820 -4.81701 -0.29519
H 1.41291 -4.83552 -0.84670
H 0.23212 -3.99274 -1.85003

Calculated values
E in Ha: -931.80101
E_LUMO in eV: 0.64
SMILES: CNC(=O)[C@@H](CCC(=O)O)NC(=O)CNC(C)=O

Atom charges from the Mulliken analysis, given in e for atoms 1 to 4: -0.94, -0.10, 0.38, -0.79

No. 5
Here is an isolated ion of composition C10H17N4 and charge +1 in a non-equilibrium geometry from OMol25. Energies are from wB97M-V/def2-TZVPD.

Geometry (Å):
H -0.20823 -3.37141 -0.82383
N -0.40707 -2.91293 0.05655
C 0.14780 -1.83973 0.30448
C 0.02620 -1.19763 1.59047
C 0.06165 -1.48033 2.95596
C 0.30302 -0.23634 3.53294
N 0.27903 0.75910 2.51534
C 0.14149 0.17229 1.35184
N 0.18205 0.52672 -0.03176
N 1.03252 1.55738 -0.29594
C -1.24279 0.83225 -0.59407
C -1.83606 2.05015 0.12278
C 0.69769 -0.82176 -0.71711
C 0.33359 -1.20980 -2.10461
C 1.06079 -0.30668 -3.07985
H -0.09100 -2.30020 3.58853
H 0.70760 0.00651 4.58346
H 0.44326 1.73039 2.86801
H 0.60011 2.54398 -0.35338
H 1.76317 1.65969 0.47263
H -1.25062 1.13834 -1.54066
H -1.87471 -0.04852 -0.30420
H -2.83121 2.11473 -0.27057
H -1.96245 1.92778 1.25558
H -1.46402 3.03988 -0.14007
H 1.77430 -0.65215 -0.75043
H 0.62206 -2.28363 -2.09428
H -0.79576 -1.24251 -2.07739
H 0.62557 0.67331 -3.21955
H 1.15639 -0.64311 -4.09767
H 2.00562 -0.18577 -2.70321

Calculated values
E in Ha: -609.89056
E_LUMO in eV: -2.76
Charge: +1
SMILES: [H]/N=C1/c2cc[nH]c2[N@+](N)(CC)[C@@H]1CC

Atom charges from the Mulliken analysis, given in e for atoms 1 to 4: 0.26, -0.65, 0.17, 1.19

No. 6
Here is an isolated ion of composition C10H17N4 and charge +1 in a non-equilibrium geometry from OMol25. Energies are from wB97M-V/def2-TZVPD.

Geometry (Å):
C -1.74841 -0.52719 3.17905
C -0.76469 -0.95034 1.09269
C 1.15535 1.00119 1.19432
C 0.86582 0.37325 0.05406
C 0.41079 1.26754 2.47456
C 1.72404 0.60190 -1.15504
C 1.17503 -2.49237 -0.25685
C -1.87033 1.53332 -0.31989
C 0.01081 -1.75980 -0.90652
C -1.36611 0.26231 -0.97353
N -1.63485 -0.58789 1.87946
N -0.62170 -0.30450 3.87179
N 0.40248 0.25017 3.52202
N -0.33791 -0.48710 -0.17121
H -2.65826 -0.78847 3.68477
H 2.10134 1.52673 1.15930
H 0.93315 2.09729 2.96357
H -0.61907 1.58982 2.25695
H 2.74246 0.81986 -0.84198
H 1.36446 1.47458 -1.70416
H 1.76261 -0.23300 -1.84599
H 0.97444 -2.66464 0.79855
H 1.30143 -3.45766 -0.74071
H 2.10928 -1.94308 -0.34482
H -1.07380 2.26267 -0.18832
H -2.62743 1.97199 -0.96341
H -2.34017 1.32940 0.63857
H -0.88404 -2.38786 -0.86706
H 0.21304 -1.53182 -1.95306
H -0.90680 0.49658 -1.93577
H -2.20069 -0.42319 -1.13924

Calculated values
E in Ha: -609.81375
E_LUMO (spin up / spin down) in eV: -4.33 / -4.34
Charge: +1

Atom charges from the Mulliken analysis, given in e for atoms 1 to 4: -0.11, -0.40, -0.54, 0.71

What is the E in the fourth record?
-931.80101 Ha

What is the E in the first record?
-651.09709 Ha